1.
The following is a DFT calculation (the ωB97M-V functional and the def2-TZVPD basis) of a 20-piece molecular cluster, C28H100O32P4 overall in a non-equilibrium geometry.

Computed properties:
LUMO level, eV: 0.0432
E, eV: -133333.1274
Charge: 0
Orbital gap, eV: 9.453
E_HOMO, eV: -9.410
Strongest force on any atom, eV Å⁻¹: 3.43

Positions of all 164 atoms, in Å:
C 0.75475 -4.35403 -3.73995
O 0.03177 -4.26602 -2.53978
H 0.95050 -3.37876 -4.18560
H 1.73422 -4.76600 -3.49699
H 0.29716 -4.99263 -4.49554
H 0.03538 -5.18245 -2.25388
C 1.97546 3.92515 0.76496
O 2.53221 2.90184 -0.03966
H 1.01766 4.30919 0.41392
H 1.78119 3.55574 1.77189
H 2.67168 4.75728 0.86952
H 2.72373 3.30783 -0.88823
C -2.43951 0.24510 3.05972
O -2.75841 0.23013 4.43934
H -2.27237 -0.72514 2.59193
H -3.35641 0.64599 2.62766
H -1.59613 0.89788 2.83460
H -3.53936 -0.32217 4.52114
C -2.09716 3.96175 4.03303
O -1.17306 4.03151 2.94001
H -2.04507 3.05880 4.64135
H -1.93301 4.80713 4.70122
H -3.12843 4.09692 3.70701
H -0.42189 4.59428 3.14161
C 5.66614 -2.86922 1.20634
O 6.54127 -3.59255 0.44581
H 6.14363 -2.50588 2.11633
H 5.40267 -1.94870 0.68543
H 4.80230 -3.44641 1.53610
H 7.33853 -3.05948 0.40305
C 2.61564 -3.00515 -0.69718
O 1.25821 -2.55199 -0.85517
H 2.58487 -3.68568 0.15371
H 2.96011 -3.54442 -1.57958
H 3.37213 -2.26659 -0.43194
H 0.79938 -3.10610 -1.49082
C -0.02554 -4.21164 2.49318
O -0.67721 -5.11168 3.40337
H 0.05676 -4.69867 1.52151
H -0.65611 -3.33236 2.36145
H 0.94758 -3.83580 2.80925
H -0.06656 -5.66483 3.89603
C 0.85121 6.99003 3.18071
O 0.85972 5.56989 3.48323
H 1.12784 7.56360 4.06535
H 1.44125 7.31934 2.32542
H -0.16105 7.32204 2.95006
H 1.73180 5.39883 3.84631
C 4.64167 1.58022 2.73095
O 4.68120 1.60145 1.33606
H 5.33470 0.83453 3.12049
H 4.70392 2.55284 3.21904
H 3.67870 1.11808 2.94824
H 3.92847 2.04142 0.93428
C 2.43970 2.99792 -3.60369
O 3.26683 3.62799 -2.61842
H 1.51721 3.53449 -3.82550
H 3.03627 2.83204 -4.50075
H 2.04193 2.07898 -3.17308
H 4.17986 3.34979 -2.72130
C 2.88158 -0.55928 -3.37056
O 2.96085 -1.46259 -4.45438
H 3.34138 -0.90778 -2.44577
H 3.32473 0.36588 -3.73908
H 1.84181 -0.33869 -3.12908
H 2.27450 -1.25841 -5.09377
C 1.40395 2.46799 4.65713
O 2.54698 2.73176 5.38664
H 0.98555 1.49498 4.91464
H 0.65447 3.25567 4.73409
H 1.62889 2.51159 3.59148
H 2.85066 3.59477 5.09576
C 7.69128 0.84053 0.68634
O 7.21618 2.15974 0.82127
H 8.73831 0.86073 0.38400
H 7.71531 0.38223 1.67502
H 7.09039 0.15255 0.09158
H 6.29253 1.99823 1.02716
C 3.45422 -1.82454 3.78273
O 4.80567 -1.86295 4.20658
H 3.25019 -2.18526 2.77460
H 2.89603 -2.48614 4.44517
H 3.09616 -0.80575 3.93099
H 4.87051 -1.38914 5.03898
C -0.02727 -1.80817 5.27313
O -1.07186 -1.32462 6.06784
H 0.77915 -1.84904 6.00533
H -0.15700 -2.82519 4.90310
H 0.16841 -1.14267 4.43235
H -1.67964 -0.78317 5.55888
C 1.06711 0.26524 0.95383
O 0.81939 -1.03135 1.44565
H 0.40527 0.54280 0.13345
H 1.02983 1.01093 1.74796
H 1.98450 0.35594 0.37222
H 0.76787 -1.66082 0.72266
C 2.87982 6.16947 -4.55143
O 1.49270 6.39717 -4.50545
P 0.92870 7.64679 -3.56140
O 1.85801 8.83625 -3.42416
O -0.48949 7.84700 -4.24487
C -1.17650 9.15454 -4.30423
O 0.55466 6.86504 -2.15589
C -0.19970 5.63405 -2.23323
H 3.21727 5.22569 -4.97980
H 3.24380 6.25115 -3.52725
H 3.34124 6.99346 -5.09569
H -0.75160 9.75735 -5.10684
H -1.13508 9.71658 -3.37123
H -2.19280 8.86270 -4.56892
H -1.00523 5.53324 -1.50587
H 0.31095 4.68577 -2.06568
H -0.68555 5.55405 -3.20568
C -2.60019 -6.10376 0.43683
O -3.09613 -7.13838 -0.43106
P -4.20408 -8.13632 0.15994
O -5.39304 -7.38582 0.65969
O -3.44029 -9.08661 1.23844
C -3.85522 -10.42847 1.59878
O -4.55978 -9.14909 -1.07254
C -3.67220 -10.03026 -1.67720
H -1.76263 -5.62016 -0.06588
H -2.17655 -6.60136 1.30919
H -3.40781 -5.40114 0.64219
H -3.93084 -10.43823 2.68612
H -3.06874 -11.11387 1.28293
H -4.75422 -10.78142 1.09351
H -3.81698 -9.98434 -2.75656
H -3.72311 -11.01313 -1.20872
H -2.62703 -9.77461 -1.50297
C -5.66650 -4.39354 -2.10568
O -5.42488 -3.38278 -1.14144
P -5.14007 -1.84147 -1.59426
O -5.12969 -0.84651 -0.54229
O -6.31122 -1.72638 -2.70042
C -6.43432 -0.51082 -3.38105
O -3.72005 -1.98510 -2.42507
C -2.49893 -2.28645 -1.67036
H -6.63419 -4.83829 -1.87358
H -4.96989 -5.22050 -1.96799
H -5.65957 -4.06898 -3.14622
H -7.32443 0.09145 -3.19920
H -6.43547 -0.75378 -4.44362
H -5.57451 0.13181 -3.19170
H -2.51450 -1.82318 -0.68384
H -1.60424 -1.89057 -2.15091
H -2.35302 -3.36457 -1.60365
C -2.53895 2.50655 0.02164
O -2.58135 3.31050 -1.16206
P -3.17755 2.69113 -2.57890
O -2.94389 3.64488 -3.69036
O -2.42854 1.28895 -2.84461
C -1.06773 1.28748 -3.18326
O -4.68151 2.23119 -2.19812
C -5.64073 3.19084 -1.89193
H -3.42879 2.68117 0.62643
H -1.59292 2.62628 0.54964
H -2.58619 1.45995 -0.27922
H -0.93400 0.65697 -4.06229
H -0.46837 0.94410 -2.34008
H -0.75980 2.30836 -3.40930
H -6.40433 3.09905 -2.66433
H -5.35091 4.23887 -1.81615
H -6.12915 2.89840 -0.96240

2.
The following is a DFT calculation (the ωB97M-V functional and the def2-TZVPD basis) of a 7-piece molecular cluster, H13O6S overall in a non-equilibrium geometry.

Computed properties:
LUMO level, eV: 3.1901
E, eV: -23332.3699
Charge: -1
Orbital gap, eV: 7.833
E_HOMO, eV: -4.643
Relative energy (zero: lowest compared OMol25 entry of this formula, charge and spin), eV: 2.080
Strongest force on any atom, eV Å⁻¹: 5.08

Positions of all 20 atoms, in Å:
S 1.09137 0.67224 0.60553
H 2.08811 0.55442 1.48260
H -0.13883 2.56767 -0.63116
H -0.71747 2.39749 0.75286
O -0.89576 2.97163 -0.05076
H -1.52361 -1.42604 0.86197
H -0.69234 -2.37404 1.56540
O -1.47962 -2.36852 1.08533
H -2.16679 -0.46236 -0.38116
H -1.89941 0.95840 -0.75353
O -2.63299 0.31777 -0.79298
H 1.31461 -1.83697 -0.67242
H 1.58314 -1.46934 -1.97665
O 0.93655 -1.85774 -1.50680
H 0.91791 -0.69215 3.57299
H 1.24081 -0.96190 2.30941
O 0.68181 -1.38665 2.98887
H 1.32411 1.84465 -2.67732
H 0.22265 1.09061 -2.50245
O 0.74573 1.46083 -3.27972